Record 1
Density functional theory data (the ωB97M-V functional and the def2-TZVPD basis) for a 2-piece molecular cluster, C2H9NS2 overall.

Each atom is followed by the atoms it is bonded to, with distances in Å.
Positions of all 14 atoms, in Å:
1 C -5.200 -0.937 -1.576  S2 1.903, H4 1.142, H5 1.081, H6 1.067
2 S -4.600 0.432 -0.399  C1 1.903, S3 1.924
3 S -3.217 1.571 -1.100  S2 1.924, H7 1.365
4 H -6.070 -1.341 -0.956  C1 1.142
5 H -4.628 -1.848 -1.677  C1 1.081
6 H -5.567 -0.453 -2.453  C1 1.067
7 H -3.690 2.246 -2.188  S3 1.365
8 C 5.103 0.489 1.325  N9 1.494, H10 1.091, H11 1.005, H12 1.124
9 N 4.404 -0.797 1.625  C8 1.494, H13 1.065, H14 0.955
10 H 4.389 1.274 1.067  C8 1.091
11 H 5.827 0.316 0.650  C8 1.005
12 H 5.723 0.786 2.214  C8 1.124
13 H 3.788 -0.714 2.489  N9 1.065
14 H 3.739 -1.025 0.979  N9 0.955

The calculation puts the max |F| at 4.30 eV/Å. Its SMILES is CSS.CN. The energy is -932.666556 a.u. The calculation puts the energy above the lowest of the compared OMol25 structures with the same formula, charge and spin at 36.1 kcal per mole. Its orbital gap is 9.38 eV. Its LUMO energy is 0.0254 Ha.

---

Record 2
Density functional theory data (the ωB97M-V functional and the def2-TZVPD basis) for a 2-piece molecular cluster, C2H9NS2 overall.

Each atom is followed by the atoms it is bonded to, with distances in Å.
Positions of all 14 atoms, in Å:
1 C 0.681 2.011 -1.237  C2 1.507, H4 1.089, H5 1.102, H6 1.088
2 C -0.219 1.074 -0.475  C1 1.507, N3 1.445, H7 1.102, H8 1.104
3 N 0.431 0.473 0.667  C2 1.445, H9 0.996, H10 1.005
4 H 1.084 2.797 -0.600  C1 1.089
5 H 0.019 2.596 -1.896  C1 1.102
6 H 1.369 1.448 -1.865  C1 1.088
7 H -0.514 0.261 -1.158  C2 1.102
8 H -1.146 1.564 -0.132  C2 1.104
9 H -0.163 0.034 1.336  N3 0.996
10 H 1.192 0.916 1.153  N3 1.005
11 S -1.485 -3.537 0.192  S12 2.099, H13 1.364
12 S -0.761 -2.974 2.080  S11 2.099, H14 1.359
13 H -0.668 -4.628 0.139  S11 1.364
14 H 0.180 -2.034 1.797  S12 1.359

The calculation puts the max |F| at 1.53 eV/Å. Its SMILES is CCN.SS. The energy is -932.697966 a.u. The calculation puts the energy above the lowest of the compared OMol25 structures with the same formula, charge and spin at 16.4 kcal per mole. Its orbital gap is 9.09 eV. Its LUMO energy is 0.0092 Ha.

---

Record 3
Density functional theory data (the ωB97M-V functional and the def2-TZVPD basis) for one molecule with the formula C2H9NSi2.

Each atom is followed by the atoms it is bonded to, with distances in Å.
Positions of all 14 atoms, in Å:
1 H 3.144 1.057 -1.664  N2 1.098
2 N 2.216 0.700 -1.195  H1 1.098, Si3 1.649
3 Si 1.949 -0.265 0.114  N2 1.649, C4 1.862, H7 1.482
4 C 0.327 -1.174 0.206  Si3 1.862, Si5 1.839, H8 1.127, H9 1.094
5 Si -1.187 -0.297 -0.359  C4 1.839, C6 1.823, H10 1.484, H11 1.514
6 C -1.537 1.191 0.635  Si5 1.823, H12 1.083, H13 1.091, H14 1.086
7 H 2.828 -0.902 1.122  Si3 1.482
8 H 0.062 -1.500 1.252  C4 1.127
9 H 0.321 -2.121 -0.341  C4 1.094
10 H -1.101 0.271 -1.727  Si5 1.484
11 H -2.315 -1.240 -0.723  Si5 1.514
12 H -2.568 1.338 0.931  C6 1.083
13 H -1.194 1.022 1.657  C6 1.091
14 H -0.945 1.921 0.091  C6 1.086

The calculation puts the max |F| at 3.21 eV/Å. Its SMILES is [H]/N=[SiH]/C[SiH2]C. The energy is -715.273551 a.u. The calculation puts the energy above the lowest of the compared OMol25 structures with the same formula, charge and spin at 21.5 kcal per mole. Its orbital gap is 9.47 eV. Its LUMO energy is 0.0005 Ha.

---

Record 4
Density functional theory data (the ωB97M-V functional and the def2-TZVPD basis) for one molecule with the formula C2H9NSi2.

Each atom is followed by the atoms it is bonded to, with distances in Å.
Positions of all 14 atoms, in Å:
1 C -0.552 -0.961 -0.819  N3 1.422, Si4 1.932, H6 1.088, H7 1.166
2 C 0.077 2.095 -0.328  Si4 1.826, H8 1.098, H9 1.029
3 N 0.513 -1.502 -0.046  C1 1.422, Si5 1.663, H10 0.995
4 Si -1.093 0.722 -0.040  C1 1.932, C2 1.826, H11 1.405, H12 1.480
5 Si 1.579 -0.613 0.868  N3 1.663, H13 1.535, H14 1.496
6 H -0.576 -1.135 -1.893  C1 1.088
7 H -1.516 -1.502 -0.446  C1 1.166
8 H 0.520 2.479 -1.256  C2 1.098
9 H 0.385 2.416 0.599  C2 1.029
10 H 0.557 -2.494 -0.110  N3 0.995
11 H -2.406 0.770 -0.538  Si4 1.405
12 H -1.315 0.380 1.382  Si4 1.480
13 H 3.059 -0.272 0.648  Si5 1.535
14 H 1.171 -0.813 2.294  Si5 1.496

The calculation puts the max |F| at 3.63 eV/Å. The energy is -715.182940 a.u. The calculation puts the energy above the lowest of the compared OMol25 structures with the same formula, charge and spin at 78.4 kcal per mole. Its orbital gap (alpha / beta) is 7.94 / 6.80 eV. Its LUMO energy (alpha / beta) is -0.0175 / -0.0200 Ha.

---

Record 5
Density functional theory data (the ωB97M-V functional and the def2-TZVPD basis) for a 2-piece molecular cluster, C2H9O2 overall.

Each atom is followed by the atoms it is bonded to, with distances in Å.
Positions of all 13 atoms, in Å:
1 O 2.111 1.594 -1.187  H3 0.967, H4 0.976
2 H 0.684 0.858 -0.642  O6 0.997
3 H 2.263 1.431 -2.128  O1 0.967
4 H 2.464 2.475 -0.958  O1 0.976
5 C -0.428 -0.971 0.046  O6 1.572, C7 1.511, H8 1.089, H9 1.079
6 O -0.141 0.559 -0.167  H2 0.997, C5 1.572, H10 0.963
7 C -1.383 -1.181 1.197  C5 1.511, H11 1.091, H12 1.079, H13 1.092
8 H -0.777 -1.219 -0.955  C5 1.089
9 H 0.576 -1.349 0.160  C5 1.079
10 H -0.579 1.355 0.152  O6 0.963
11 H -2.170 -0.431 1.285  C7 1.091
12 H -1.881 -2.136 1.138  C7 1.079
13 H -0.739 -0.984 2.058  C7 1.092

The calculation puts the max |F| at 1.81 eV/Å. Its charge is +1. The energy is -231.782498 a.u. The calculation puts the energy above the lowest of the compared OMol25 structures with the same formula, charge and spin at 10.7 kcal per mole. Its orbital gap is 13.29 eV. Its LUMO energy is -0.1340 Ha.

---

Record 6
Density functional theory data (the ωB97M-V functional and the def2-TZVPD basis) for a 3-piece molecular cluster, C2H9O3 overall.

Each atom is followed by the atoms it is bonded to, with distances in Å.
Positions of all 14 atoms, in Å:
1 C -1.007 0.422 1.986  O2 1.385, C3 1.537, H4 1.100, H5 1.099
2 O 0.081 -0.001 1.242  C1 1.385, H13 1.041
3 C -1.101 1.956 1.935  C1 1.537, H6 1.096, H7 1.094, H8 1.090
4 H -1.970 0.019 1.639  C1 1.100
5 H -0.815 0.086 3.014  C1 1.099
6 H -1.127 2.249 0.879  C3 1.096
7 H -1.998 2.368 2.407  C3 1.094
8 H -0.170 2.382 2.310  C3 1.090
9 H 1.183 -0.963 -2.555  O11 1.017
10 H 0.995 -0.401 -3.891  O11 0.972
11 O 1.577 -1.067 -3.486  H9 1.017, H10 0.972
12 H 0.583 -1.888 -0.601  O14 0.954
13 H -0.009 -0.496 0.331  O2 1.041
14 O 0.396 -1.075 -1.062  H12 0.954

The calculation puts the max |F| at 1.37 eV/Å. Its charge is -1. The energy is -307.330329 a.u. The calculation puts the energy above the lowest of the compared OMol25 structures with the same formula, charge and spin at 10.2 kcal per mole. Its orbital gap is 8.14 eV. Its LUMO energy is 0.1490 Ha.

---

Record 7
Density functional theory data (the ωB97M-V functional and the def2-TZVPD basis) for a 3-piece molecular cluster, C2H9O3 overall.

Each atom is followed by the atoms it is bonded to, with distances in Å.
Positions of all 14 atoms, in Å:
1 C 1.584 0.436 -0.299  O2 1.403, C3 1.526, H4 1.099, H5 1.102
2 O 0.403 1.067 0.119  C1 1.403, H13 1.036
3 C 2.649 1.520 -0.433  C1 1.526, H6 1.086, H7 1.093, H8 1.091
4 H 1.912 -0.325 0.424  C1 1.099
5 H 1.399 -0.092 -1.247  C1 1.102
6 H 2.759 1.985 0.542  C3 1.086
7 H 3.620 1.185 -0.809  C3 1.093
8 H 2.310 2.240 -1.179  C3 1.091
9 H -2.340 -1.368 0.040  O11 1.017
10 H -3.186 -1.729 -1.251  O11 0.963
11 O -3.168 -1.853 -0.296  H9 1.017, H10 0.963
12 H -1.305 -0.668 1.777  O14 0.961
13 H -0.223 0.310 0.448  O2 1.036
14 O -1.038 -0.878 0.879  H12 0.961

The calculation puts the max |F| at 0.64 eV/Å. Its charge is -1. The energy is -307.343734 a.u. The calculation puts the energy above the lowest of the compared OMol25 structures with the same formula, charge and spin at 1.8 kcal per mole. Its orbital gap is 8.31 eV. Its LUMO energy is 0.1507 Ha.

---

Record 8
Density functional theory data (the ωB97M-V functional and the def2-TZVPD basis) for a 3-piece molecular cluster, C2H9OS overall.

Each atom is followed by the atoms it is bonded to, with distances in Å.
Positions of all 13 atoms, in Å:
1 O 2.082 -0.382 1.476  H2 0.948, H4 0.967
2 H 2.398 0.512 1.474  O1 0.948
3 H 0.192 4.793 -0.533  H11 0.732
4 H 2.725 -0.874 2.005  O1 0.967
5 C -1.974 -0.837 -0.803  C6 1.470, H8 1.082, H9 1.107, H10 1.092
6 C -0.679 -1.160 -0.187  C5 1.470, S7 1.645, H12 1.086
7 S 0.669 -1.423 -1.093  C6 1.645, H13 1.343
8 H -2.855 -0.836 -0.176  C5 1.082
9 H -1.874 0.177 -1.236  C5 1.107
10 H -2.157 -1.385 -1.729  C5 1.092
11 H 0.668 4.580 -0.019  H3 0.732
12 H -0.519 -1.177 0.887  C6 1.086
13 H 1.325 -1.988 -0.066  S7 1.343

The calculation puts the max |F| at 1.18 eV/Å. Its charge is +1. The energy is -554.677420 a.u. The calculation puts the energy above the lowest of the compared OMol25 structures with the same formula, charge and spin at 45.6 kcal per mole. Its orbital gap is 9.53 eV. Its LUMO energy is -0.2321 Ha.